The following is a quantum chemistry calculation of a molecular structure, C9H13NS at a distorted geometry, from the OMol25 dataset.

Its HOMO energy is -7.6 eV. As for the LUMO energy: 0.744 eV.

Each line ends with the natural charge from an NBO analysis.
Atoms and positions in Å:
C 3.37340 0.32534 1.28390  -0.243
C 3.10518 -0.39658 0.16014  -0.205
C 2.37576 0.72530 2.13918  -0.201
C 1.79027 -0.56844 -0.28971  -0.253
C 1.07534 0.62610 1.81271  -0.245
C 0.72832 -0.11801 0.60936  0.160
C -1.86390 1.14546 -1.50254  -0.657
C -2.47290 -1.25777 -1.43245  -0.670
C -1.38515 -0.29696 -1.33455  0.106
N -0.60552 -0.51234 0.47563  -0.697
S -1.70606 -0.74429 1.59624  0.242
H 4.38710 0.41844 1.63612  0.211
H 3.77997 -0.55386 -0.65013  0.213
H 2.55807 1.42914 2.95417  0.211
H 1.59158 -1.19163 -1.18996  0.214
H 0.27659 1.09281 2.38649  0.218
H -2.61616 1.17076 -2.32503  0.221
H -2.42050 1.44239 -0.66334  0.227
H -1.04518 1.86420 -1.75562  0.225
H -2.37112 -2.00582 -0.70462  0.247
H -2.42752 -1.68374 -2.50842  0.234
H -3.46727 -0.71362 -1.22367  0.215
H -0.53665 -0.56287 -1.80497  0.180
H -2.12363 0.36600 2.33107  0.046

Atomic forces in eV per Å
1.37 -0.88 1.20
-1.73 0.94 -2.11
0.39 2.18 0.69
-1.95 -0.06 1.99
-1.88 -1.60 -2.63
1.11 -0.21 0.81
1.39 -0.50 -1.85
-2.10 0.65 -1.79
-0.88 2.32 3.99
-0.32 1.21 -4.88
-1.49 -0.96 2.18
0.32 0.31 -0.23
1.25 -0.57 0.22
0.56 -0.61 0.14
-0.03 0.75 0.77
0.22 -0.32 -0.01
0.62 -0.10 0.25
-0.54 0.49 1.46
-0.70 -0.56 0.44
0.08 -1.41 0.71
-0.46 0.50 1.75
1.33 -1.11 -0.55
2.83 -0.67 -1.66
0.59 0.21 -0.88